(1)
2 unconnected molecules or ions with the total composition CH4OS in a non-equilibrium geometry, computed with the ωB97M-V functional and the def2-TZVPD basis.

Bonds (Å) are listed after each position.
Geometry (Å):
1 S -0.93573 -1.21231 -1.29160  O2 1.486, H7 1.332
2 O -1.05646 -0.55901 0.03787  S1 1.486
3 C 0.71271 0.32570 0.77856  H4 1.036, H5 0.994, H6 1.160
4 H 1.15981 -0.27005 1.49811  C3 1.036
5 H 1.06552 0.49177 -0.13555  C3 0.994
6 H 0.30395 1.35650 1.11746  C3 1.160
7 H -1.24981 -0.13259 -2.00484  S1 1.332

Output
HOMO (alpha / beta)	-7.077 / -10.621	eV
M	64.1	g mol⁻¹
<S²>	2.008
calculated total energy	-13979.435	eV
energy relative to the best compared isomer or geometry (same formula, charge and spin)	0.4898	eV
HOMO-LUMO gap (alpha / beta)	7.8 / 8.9	eV
multiplicity	3

(2)
A single CH4OS3 molecule in a non-equilibrium geometry, computed with the ωB97M-V functional and the def2-TZVPD basis.

Bonds (Å) are listed after each position.
Geometry (Å):
1 S 0.90843 -3.29269 0.82173  S2 2.556, H9 1.330
2 S 0.21411 -1.31497 -0.64107  S1 2.556, S3 2.245, O4 1.422
3 S -0.15070 0.19348 0.98130  S2 2.245, C5 1.798
4 O -0.91874 -1.04192 -1.45663  S2 1.422
5 C -0.30647 1.67557 -0.02482  S3 1.798, H6 1.126, H7 1.098, H8 1.117
6 H -1.19978 1.52263 -0.69226  C5 1.126
7 H -0.31487 2.62860 0.51942  C5 1.098
8 H 0.59711 1.66645 -0.68217  C5 1.117
9 H 1.17091 -2.03714 1.17450  S1 1.330

Output
HOMO (alpha / beta)	-9.172 / -9.253	eV
M	128.2	g mol⁻¹
calculated total energy	-35652.435	eV
energy relative to the best compared isomer or geometry (same formula, charge and spin)	2.0671	eV
HOMO-LUMO gap (alpha / beta)	7.2 / 7.4	eV

(3)
A single CH4P2S molecule in a non-equilibrium geometry, computed with the ωB97M-V functional and the def2-TZVPD basis.

Bonds (Å) are listed after each position.
Geometry (Å):
1 S 0.51635 2.08168 1.47187  C4 2.249
2 P 0.08737 0.89965 -1.29395  C4 1.708, H6 1.376, H7 1.365
3 P -0.33669 -1.42025 0.89784  C4 1.807, H5 1.368, H8 1.302
4 C 0.03066 0.23778 0.27941  S1 2.249, P2 1.708, P3 1.807
5 H -1.11583 -1.62823 -0.20667  P3 1.368
6 H 0.60144 -0.30812 -1.70626  P2 1.376
7 H 1.38822 1.31435 -1.30868  P2 1.365
8 H -1.17152 -1.17685 1.86645  P3 1.302

Output
HOMO (alpha / beta)	-8.332 / -8.217	eV
SMILES	PC(P)=S
M	110.1	g mol⁻¹
calculated total energy	-30509.211	eV
energy relative to the best compared isomer or geometry (same formula, charge and spin)	5.4053	eV
HOMO-LUMO gap (alpha / beta)	6.6 / 6.4	eV

(4)
A single CH4P2S3 molecule in a non-equilibrium geometry, computed with the ωB97M-V functional and the def2-TZVPD basis.

Bonds (Å) are listed after each position.
Geometry (Å):
1 S 0.71154 -0.05993 -1.12904  P5 2.084, C6 1.800
2 S -3.14839 -1.40669 -0.53264  S3 2.146, P4 2.178
3 S -1.35309 -2.46415 -0.01792  S2 2.146, P5 2.181
4 P -2.29378 0.42154 0.28759  S2 2.178, P5 2.290, H7 1.496
5 P -0.29713 -0.65641 0.59434  S1 2.084, S3 2.181, P4 2.290
6 C 2.02737 0.89571 -0.35754  S1 1.800, H8 1.059, H9 1.134, H10 1.103
7 H -2.55889 0.05367 1.71341  P4 1.496
8 H 2.50314 0.54974 0.52248  C6 1.059
9 H 1.53653 1.86100 -0.02031  C6 1.134
10 H 2.87268 0.80552 -1.06037  C6 1.103

Output
HOMO	-8.403	eV
SMILES	CSP1#[PH]SS1
M	174.2	g mol⁻¹
calculated total energy	-52185.018	eV
energy relative to the best compared isomer or geometry (same formula, charge and spin)	1.1272	eV
HOMO-LUMO gap	7.8	eV

(5)
A single CH4P2S3 molecule in a non-equilibrium geometry, computed with the ωB97M-V functional and the def2-TZVPD basis.

Bonds (Å) are listed after each position.
Geometry (Å):
1 S -0.94420 -0.87058 1.94321  P4 2.002, P5 2.266
2 S 0.97066 -0.88926 -0.99764  P4 2.119, C6 1.835
3 S 1.10225 1.46316 1.53125  P4 2.102, P5 2.301
4 P 0.84575 -0.57657 1.09494  S1 2.002, S2 2.119, S3 2.102, H9 1.351
5 P -1.18496 1.37551 1.76356  S1 2.266, S3 2.301
6 C -0.44786 0.08669 -1.63337  S2 1.835, H7 1.207, H8 1.076, H10 1.060
7 H -0.06153 0.67125 -2.61563  C6 1.207
8 H -1.16442 -0.64036 -1.97414  C6 1.076
9 H 1.77744 -1.29403 1.75970  P4 1.351
10 H -0.89312 0.67419 -0.87188  C6 1.060

Output
HOMO	-6.670	eV
M	174.2	g mol⁻¹
calculated total energy	-52184.106	eV
energy relative to the best compared isomer or geometry (same formula, charge and spin)	2.0394	eV
HOMO-LUMO gap	6.4	eV

(6)
2 unconnected molecules or ions with the total composition CH4P2S3 in a non-equilibrium geometry, computed with the ωB97M-V functional and the def2-TZVPD basis.

Bonds (Å) are listed after each position.
Geometry (Å):
1 S 3.11310 0.93820 0.06294  P4 1.921
2 S -0.83503 0.51818 0.80182  P5 2.071, C6 1.741
3 S 2.01446 -2.20417 0.03136  P4 1.926
4 P 1.96377 -0.42757 0.77398  S1 1.921, S3 1.926
5 P -0.96633 2.26560 -0.30105  S2 2.071, H9 1.379
6 C -1.31519 -0.79291 -0.23861  S2 1.741, H7 1.100, H8 1.119, H10 1.011
7 H -2.37643 -1.04809 -0.37455  C6 1.100
8 H -0.90213 -0.47287 -1.22842  C6 1.119
9 H 0.09218 2.81668 0.38905  P5 1.379
10 H -0.78839 -1.59305 0.08347  C6 1.011

Output
HOMO (alpha / beta)	-8.659 / -8.349	eV
M	174.2	g mol⁻¹
calculated total energy	-52183.506	eV
energy relative to the best compared isomer or geometry (same formula, charge and spin)	2.6392	eV
HOMO-LUMO gap (alpha / beta)	6.9 / 5.8	eV